[1]
ORCA calculation (wB97M-V/def2-TZVPD) on a molecular structure, C30H22Cl2NO2RuSSi.

Output
electronic energy	-83392.564	eV
charge	0
LUMO (alpha / beta)	-0.0208 / -0.0260	Eh
spin multiplicity	2
HOMO level (alpha / beta)	-0.2954 / -0.2895	hartree
gap between HOMO and LUMO (alpha / beta)	7.47 / 7.17	eV

Last column: Mulliken spin population.
Atoms and positions in Å:
Ru  0.42484  1.49185  -0.59921  0.942
S  2.64112  2.16007  -0.03200  0.021
C  1.95774  1.94743  1.52439  -0.012
C  2.64255  1.89902  2.74297  0.004
C  1.93523  1.57600  3.87714  -0.004
C  0.56382  1.32017  3.79085  0.001
C  -0.04655  1.40514  2.56486  0.001
N  0.63257  1.72636  1.45466  -0.015
H  3.70747  2.08286  2.75718  0.000
H  2.44397  1.49710  4.82957  -0.001
H  -0.01672  1.05588  4.66208  0.001
H  -1.10861  1.22965  2.44247  -0.001
Cl  -5.34664  5.97395  -0.34902  0.000
C  -4.20017  4.68604  -0.59172  0.000
C  -4.65364  3.36018  -0.61895  0.001
C  -3.76859  2.33283  -0.78376  0.001
Cl  -4.36322  0.70546  -0.81274  0.001
C  -2.36565  2.54764  -0.94384  0.008
O  -1.57001  1.54252  -1.09009  0.029
C  -1.95626  3.90804  -0.96237  -0.001
C  -0.59061  4.27881  -1.23031  0.000
O  0.33546  3.51702  -1.49803  0.010
C  -2.87759  4.95560  -0.76490  0.000
H  -5.70893  3.14573  -0.51648  0.000
H  -0.36964  5.35806  -1.21507  0.003
H  -2.52356  5.97957  -0.76854  0.000
C  -0.68355  -2.53487  -4.66266  0.000
C  -1.06232  -3.14056  -3.47231  0.000
C  -0.63031  -2.62194  -2.25898  -0.002
C  0.19462  -1.49432  -2.21586  -0.013
C  0.55641  -0.89253  -3.42509  -0.004
C  0.12366  -1.40644  -4.63937  -0.002
Si  0.87178  -0.84070  -0.59807  -0.002
C  2.47448  -1.74879  -0.23756  -0.014
C  3.70507  -1.16074  0.05527  0.002
C  4.82530  -1.94175  0.32515  0.001
C  4.73371  -3.32425  0.30958  0.000
C  3.51747  -3.92879  0.01613  -0.001
C  2.40522  -3.14877  -0.25696  0.002
C  -0.31412  -1.28628  0.79275  0.010
C  0.15398  -1.80042  2.00668  0.036
C  -0.72667  -2.13384  3.02688  -0.001
C  -2.09231  -1.95062  2.85414  0.008
C  -2.57482  -1.43178  1.65955  -0.007
C  -1.69224  -1.10020  0.63839  -0.010
H  -1.02019  -2.94082  -5.60834  0.000
H  -1.69664  -4.01828  -3.48916  0.000
H  -0.94593  -3.09388  -1.33484  0.000
H  1.18755  -0.00818  -3.41690  0.003
H  0.41897  -0.93195  -5.56696  0.000
H  3.79681  -0.08452  0.06803  0.000
H  5.77171  -1.46333  0.54683  0.000
H  5.60545  -3.93158  0.51920  0.000
H  3.43806  -5.00886  -0.00146  0.000
H  1.46514  -3.63737  -0.49360  0.000
H  1.21907  -1.94846  2.15038  0.002
H  -0.34798  -2.54262  3.95610  0.000
H  -2.77993  -2.21295  3.64901  0.000
H  -3.63906  -1.28592  1.51926  -0.001
H  -2.07676  -0.68669  -0.28440  0.009

[2]
ORCA calculation (wB97M-V/def2-TZVPD) on 2 unconnected molecules or ions with the total composition C9H16NO.

Output
electronic energy	-13122.693	eV
charge	+1
LUMO	-0.1162	Eh
HOMO level	-0.4472	hartree
gap between HOMO and LUMO	9.01	eV

Last column: natural (NBO) charge in e.
Atoms and positions in Å:
C  0.38652  -2.38675  2.22273  -0.641
C  -0.82032  -1.13547  -1.09692  -0.301
C  -0.02595  -1.80810  -0.15855  -0.211
C  -1.96172  -0.40211  -0.81447  0.245
C  -0.39097  -1.61969  1.18177  0.010
C  -2.06618  0.03500  0.51232  -0.281
C  -1.33056  -0.62326  1.48768  -0.220
O  -2.52637  0.10797  -1.97421  -0.709
H  -0.61406  -1.38909  -2.14448  0.226
H  0.70069  -2.59956  -0.41416  0.237
H  -3.47531  -0.04583  -1.98358  0.504
H  -2.54606  1.00093  0.70823  0.234
H  1.27349  -1.74427  2.34977  0.221
H  0.81886  -3.35241  1.99049  0.243
H  -1.52240  -0.38523  2.51266  0.231
H  -0.16270  -2.28733  3.15762  0.231
C  1.72558  1.83256  -1.11524  -0.236
C  1.93726  1.66684  0.41504  -0.641
N  0.28049  1.59331  -1.52354  -0.693
H  1.99149  2.84948  -1.30572  0.237
H  2.35159  1.04621  -1.52990  0.236
H  1.12166  2.08603  1.00162  0.222
H  2.75814  2.33993  0.67306  0.249
H  -0.23902  1.18379  -0.74363  0.471
H  -0.24450  2.38196  -1.89469  0.445
H  0.42331  0.97017  -2.32177  0.453
H  2.15707  0.68491  0.80788  0.238

[3]
ORCA calculation (wB97M-V/def2-TZVPD) on a single C7H15NO molecule.

Output
structure (SMILES)	C=C(C)[C@@H](C)N(C)CO
electronic energy	-11036.722	eV
charge	0
LUMO	0.0299	Eh
HOMO level	-0.3059	hartree
gap between HOMO and LUMO	9.14	eV

Last column: natural (NBO) charge in e.
Atoms and positions in Å:
C  2.21116  1.15961  -0.26500  -0.477
C  1.67253  0.12172  0.37382  0.066
C  2.48906  -0.93730  1.04488  -0.671
C  -0.16415  -0.12186  0.56421  -0.008
C  -0.79316  1.15041  1.10587  -0.673
N  -0.51107  -0.66178  -0.66122  -0.467
C  -0.52074  0.18442  -1.84240  -0.430
C  -2.14909  -1.30778  -0.36858  0.089
O  -3.16297  -0.39790  -0.65943  -0.707
H  1.61155  1.91797  -0.76098  0.195
H  3.28723  1.34567  -0.26382  0.196
H  2.26729  -0.97148  2.11713  0.211
H  3.56908  -0.76063  0.94776  0.212
H  2.27555  -1.92083  0.61614  0.223
H  -0.18195  -0.88944  1.34431  0.193
H  -0.10628  1.62790  1.81188  0.237
H  -1.03287  1.87976  0.33097  0.209
H  -1.70882  0.91231  1.65652  0.197
H  0.44248  0.10446  -2.35065  0.211
H  -1.26248  -0.18575  -2.55778  0.212
H  -0.74485  1.23647  -1.64745  0.169
H  -2.25118  -1.73028  0.63268  0.160
H  -2.17644  -2.11523  -1.09846  0.179
H  -3.05987  0.35958  -0.07039  0.473

[4]
ORCA calculation (wB97M-V/def2-TZVPD) on a molecular structure, C55H45KN9O2Si.

Output
electronic energy	-99477.450	eV
charge	-1
LUMO	0.0443	Eh
HOMO level	-0.0963	hartree
gap between HOMO and LUMO	3.83	eV

Last column: Löwdin charge in e.
Atoms and positions in Å:
K  -0.57350  -0.44335  0.14048  0.493
N  -2.71101  1.66987  -2.68081  0.111
C  -3.43791  0.50500  -2.42147  -0.287
C  -4.49593  0.30958  -3.36313  -0.037
C  -5.25934  -0.82762  -3.26490  -0.091
C  -4.94578  -1.73760  -2.24994  -0.073
C  -3.92784  -1.44568  -1.34606  -0.098
N  -3.18161  -0.31839  -1.39987  0.125
C  -1.52151  2.21666  -2.25726  -0.282
C  -1.24927  3.46020  -2.91568  -0.020
C  -0.10640  4.14211  -2.60555  -0.090
C  0.75109  3.57417  -1.67183  -0.090
C  0.42501  2.37185  -1.06163  -0.165
N  -0.68536  1.67695  -1.36779  0.044
H  -3.12806  2.18282  -3.45669  0.119
H  -4.63173  1.01641  -4.17329  0.098
H  -6.08333  -1.02142  -3.97481  0.110
H  -5.47073  -2.69541  -2.20194  0.102
H  -3.69385  -2.13621  -0.52677  0.104
H  -2.00254  3.85895  -3.61821  0.113
H  0.10269  5.15016  -2.98613  0.112
H  1.66946  4.10652  -1.38260  0.106
H  1.11588  1.95530  -0.32722  0.100
O  -1.95899  -5.20926  1.77824  -0.062
C  -1.95826  -4.13984  1.08806  -0.673
O  -2.30298  -2.93418  1.27563  -0.072
C  -1.45671  -4.46958  -0.26922  -0.201
C  -1.79633  -5.71647  -0.85731  -0.001
C  -1.41984  -5.99998  -2.16095  -0.097
C  -0.69979  -5.05969  -2.86640  -0.088
C  -0.42014  -3.83133  -2.21506  -0.163
N  -0.80129  -3.53981  -0.99316  0.105
H  -2.34760  -6.42524  -0.26212  0.106
H  -1.67045  -6.92766  -2.63317  0.090
H  -0.34960  -5.25057  -3.88892  0.092
H  0.14950  -3.06804  -2.77574  0.091
N  1.20303  0.88999  2.81711  0.144
C  2.23056  0.15566  3.33590  -0.260
C  3.28326  0.73143  4.03628  -0.042
C  4.06997  -0.06151  4.85391  -0.104
C  4.02426  -1.43251  4.78823  -0.071
C  3.13171  -2.06141  3.91337  -0.174
C  3.13288  -3.43827  3.67194  -0.034
C  2.24575  -4.02514  2.80793  -0.034
C  1.36946  -3.15332  2.13652  -0.100
N  1.33498  -1.83959  2.32171  0.117
C  2.21521  -1.25760  3.15820  -0.178
H  1.21160  1.87829  3.06812  0.102
H  0.30335  0.43741  2.88846  0.043
H  3.38986  1.81700  4.05368  0.109
H  4.79168  0.40199  5.51571  0.099
H  4.65049  -2.08074  5.38958  0.102
H  3.81486  -4.03257  4.28351  0.113
H  2.20273  -5.11730  2.63396  0.118
H  0.62222  -3.53314  1.45804  0.090
C  -7.13853  0.11187  1.96833  -0.139
C  -6.42488  -0.06273  3.14184  -0.107
C  -5.12910  0.43933  3.23524  -0.105
C  -4.48780  1.02679  2.14690  -0.317
C  -5.26015  1.21596  0.99511  -0.155
C  -6.57081  0.77041  0.90982  -0.124
Si  -2.64920  1.47617  2.10985  0.721
C  -1.99793  1.27232  3.89796  -0.353
C  -1.70338  2.39421  4.64776  -0.125
C  -1.19395  2.26464  5.94674  -0.111
C  -0.97805  1.00889  6.48161  -0.125
C  -1.23598  -0.13766  5.72664  -0.101
C  -1.72026  0.00936  4.44156  -0.141
C  -2.57808  3.34456  1.65158  -0.322
C  -3.73359  4.07248  1.33251  -0.106
C  -3.60366  5.34227  0.78841  -0.118
C  -2.36730  5.94190  0.70030  -0.145
C  -1.24071  5.29502  1.13429  -0.118
C  -1.34802  3.98025  1.59561  -0.147
H  -8.16147  -0.25627  1.89131  0.090
H  -6.83502  -0.53057  4.05873  0.102
H  -4.62933  0.35785  4.21359  0.099
H  -4.85563  1.74961  0.12472  0.092
H  -7.13374  0.97576  -0.01400  0.099
H  -1.90224  3.41126  4.30541  0.093
H  -0.93981  3.17486  6.49131  0.091
H  -0.69666  0.91342  7.52966  0.088
H  -1.08895  -1.14191  6.12456  0.101
H  -1.90081  -0.90585  3.84898  0.114
H  -4.72971  3.68247  1.51918  0.089
H  -4.52441  5.80642  0.40631  0.098
H  -2.33592  6.93319  0.24981  0.090
H  -0.27361  5.76025  1.08885  0.088
H  -0.42568  3.47737  1.92076  0.090
N  5.21126  -0.22827  -5.13414  0.159
C  6.54533  -0.34696  -5.57255  -0.168
C  7.19767  -0.18002  -6.77828  -0.047
C  8.57288  -0.35094  -6.77952  -0.115
C  9.27789  -0.76556  -5.63931  -0.101
C  8.61780  -0.94651  -4.42502  -0.018
C  7.22957  -0.74555  -4.36920  -0.238
N  6.39715  -0.81275  -3.28808  0.172
C  5.18679  -0.53310  -3.79586  -0.271
C  3.99136  -0.52402  -3.01047  -0.166
C  4.13489  -0.76730  -1.64473  0.013
C  2.99551  -0.79018  -0.85460  -0.109
N  1.78704  -0.57890  -1.35553  0.027
C  1.67814  -0.35450  -2.67373  -0.136
C  2.74458  -0.30898  -3.55627  -0.003
H  4.38393  0.05534  -5.68289  0.164
H  6.63670  0.04698  -7.70405  0.115
H  9.11267  -0.17264  -7.70506  0.096
H  10.35064  -0.87700  -5.76803  0.096
H  9.17783  -1.18649  -3.51133  0.113
H  5.14991  -0.89434  -1.19599  0.129
H  3.08689  -0.96472  0.22752  0.115
H  0.68175  -0.19648  -3.06624  0.108
H  2.49234  -0.02895  -4.56678  0.106